ORCA calculation (the ωB97M-V functional and the def2-TZVPD basis) on a structure of composition C39H39AsBr2KN4O3.

The LUMO energy is -0.08697 Ha. For the frontier orbital gap, the calculation gives 0.31408 Eh. Its total energy is -270422.130 eV. The net charge is +1. Its relative energy (zero: lowest compared OMol25 entry of this formula, charge and spin) is 1.4576 eV.

Element x y z (Å)
K (12.27975, 9.16434, 15.58193)
C (13.56245, 6.13303, 18.44003)
C (13.27103, 6.18083, 16.94213)
C (11.91743, 5.98872, 16.60037)
C (11.49414, 5.95463, 15.26332)
C (10.05134, 5.58903, 14.83774)
C (12.45568, 6.17183, 14.28603)
C (13.82747, 6.17346, 14.55656)
C (14.78171, 5.95215, 13.47193)
C (14.22729, 6.27220, 15.90583)
H (12.60325, 6.07738, 18.91449)
H (13.94983, 7.07482, 18.80631)
H (14.25064, 5.28072, 18.66842)
H (11.26297, 5.82737, 17.40330)
H (9.88592, 4.60352, 15.31955)
H (9.98582, 5.47201, 13.76933)
H (9.20288, 6.23062, 15.12527)
H (12.10784, 6.08116, 13.26216)
H (15.61690, 5.27158, 13.71385)
H (15.25892, 6.91023, 13.21317)
H (14.27875, 5.62992, 12.54559)
H (15.24973, 6.32287, 16.20851)
C (8.47895, 12.03060, 18.00254)
O (9.31972, 12.42074, 16.99016)
C (10.03965, 11.55707, 16.26976)
O (10.10318, 10.37917, 16.40376)
N (10.75648, 12.35854, 15.44807)
N (11.92887, 11.99429, 14.88011)
H (7.44153, 12.42055, 17.72842)
H (8.89715, 12.44854, 18.96915)
H (8.53790, 10.99280, 18.18414)
H (10.47644, 13.32064, 15.39061)
H (12.70463, 12.57664, 15.21818)
H (11.90042, 12.05426, 13.86080)
Br (18.23101, 12.83313, 14.64265)
C (16.83622, 11.70350, 15.23828)
C (16.55308, 10.65917, 14.35064)
C (15.51478, 9.81902, 14.66316)
N (14.78975, 10.00361, 15.77510)
C (15.05161, 10.97580, 16.60932)
C (16.12314, 11.86628, 16.39204)
C (14.22916, 10.91533, 17.88682)
C (14.34674, 11.89163, 18.86820)
C (13.43313, 11.76166, 19.98381)
Br (13.40861, 13.16973, 21.31274)
C (12.59215, 10.71431, 20.09956)
C (12.62884, 9.74982, 19.04571)
N (13.39718, 9.88296, 17.98514)
H (17.09788, 10.52824, 13.35444)
H (15.25676, 9.04721, 13.90784)
H (16.28326, 12.61121, 17.17860)
H (14.82130, 12.86793, 18.81109)
H (11.89228, 10.45031, 20.92244)
H (11.98307, 8.84666, 19.05156)
O (12.85929, 9.18864, 12.66298)
As (11.83508, 9.36320, 11.36618)
C (12.72852, 10.36894, 10.04112)
C (12.23568, 10.42272, 8.72661)
C (12.78078, 11.23938, 7.72560)
C (13.82770, 12.08873, 8.10843)
C (14.37427, 12.06183, 9.41797)
C (13.83211, 11.18465, 10.34279)
C (10.29012, 10.36518, 11.92779)
C (10.14024, 11.68196, 11.51050)
C (9.02273, 12.37858, 11.88379)
C (7.94359, 11.75678, 12.45223)
C (8.05920, 10.44438, 12.77428)
C (9.18291, 9.77588, 12.55343)
C (11.25623, 7.70650, 10.60778)
C (12.18103, 6.67840, 10.53087)
C (11.90297, 5.40166, 10.16142)
C (10.58976, 5.16720, 9.67989)
C (9.63171, 6.22374, 9.66667)
C (9.97290, 7.46514, 10.07738)
H (11.36531, 9.84271, 8.42933)
H (12.40149, 11.28505, 6.70074)
H (14.19337, 12.80110, 7.38008)
H (15.19992, 12.68349, 9.64711)
H (14.29176, 11.09942, 11.30694)
H (10.89802, 12.15591, 10.88237)
H (8.92685, 13.44866, 11.70263)
H (7.02292, 12.25045, 12.58327)
H (7.18460, 9.91552, 13.18655)
H (9.33150, 8.78448, 12.91384)
H (13.20992, 6.92398, 10.71442)
H (12.67351, 4.61386, 10.10812)
H (10.29917, 4.16340, 9.30879)
H (8.59898, 6.01714, 9.37326)
H (9.21416, 8.25056, 10.14471)

---

ORCA calculation (the ωB97M-V functional and the def2-TZVPD basis) on a structure of composition C28H53BN6PdS3Si2.

The LUMO energy (alpha / beta) is -0.01924 / -0.01922 Ha. For the frontier orbital gap (alpha / beta), the calculation gives 0.23839 / 0.23841 Eh. Its total energy is -91260.003 eV.

Element x y z (Å)
Pd (-0.51307, 0.04268, 1.22664)
C (4.70044, -3.73647, -1.52783)
C (4.71827, -2.21522, -1.72801)
C (5.27202, -1.58172, -0.45764)
C (5.61105, -1.84287, -2.91131)
N (3.32739, -1.78530, -2.05754)
C (2.60539, -2.48443, -3.01917)
C (1.36674, -1.96557, -3.05652)
N (1.31435, -0.94131, -2.13489)
B (0.06840, -0.20264, -1.63334)
N (-1.22297, -0.98185, -1.93700)
C (-2.01590, -0.89197, -3.04997)
C (-3.05222, -1.73770, -2.88427)
N (-2.91342, -2.32222, -1.63556)
C (-1.78483, -1.83232, -1.05562)
S (-1.13171, -2.23600, 0.51095)
C (-3.88139, -3.30731, -1.05895)
C (-4.44505, -2.78077, 0.25646)
C (-3.17032, -4.64512, -0.86910)
C (-5.03911, -3.49692, -2.03589)
N (0.02622, 1.24645, -2.14095)
C (0.82703, 1.79805, -3.11305)
C (0.72618, 3.13472, -3.01314)
N (-0.12950, 3.41435, -1.95240)
C (-0.57003, 2.23808, -1.43407)
S (-1.75819, 1.92004, -0.22943)
C (-0.29825, 4.82652, -1.49518)
C (1.10458, 5.42338, -1.32598)
C (-1.07694, 5.57378, -2.57683)
C (-1.02750, 4.95698, -0.16386)
C (2.52605, -0.81400, -1.52248)
S (2.86460, 0.42164, -0.40833)
H (5.64295, -4.04820, -1.07875)
H (4.58737, -4.28113, -2.46528)
H (3.88833, -4.02370, -0.85929)
H (6.25836, -2.01912, -0.29118)
H (4.64389, -1.79282, 0.40664)
H (5.36979, -0.50476, -0.54175)
H (6.62201, -2.21715, -2.74381)
H (5.65620, -0.75907, -3.02393)
H (5.23900, -2.27293, -3.84237)
H (3.03624, -3.28091, -3.59465)
H (0.51516, -2.24812, -3.64990)
H (0.14931, -0.19055, -0.46151)
H (-1.77278, -0.23931, -3.86942)
H (-3.87382, -1.95267, -3.53719)
H (-3.68385, -2.74171, 1.02668)
H (-5.24664, -3.44320, 0.58539)
H (-4.85347, -1.77780, 0.12460)
H (-2.30455, -4.54238, -0.21749)
H (-2.84083, -5.04175, -1.83102)
H (-3.86010, -5.35911, -0.41792)
H (-5.57498, -2.56461, -2.21741)
H (-5.73827, -4.20228, -1.58922)
H (-4.71010, -3.91542, -2.98804)
H (1.41844, 1.19259, -3.77591)
H (1.19842, 3.90733, -3.58812)
H (1.60031, 5.60167, -2.27991)
H (1.73036, 4.75824, -0.72984)
H (1.02591, 6.38018, -0.81035)
H (-0.56977, 5.52603, -3.54117)
H (-1.17643, 6.62349, -2.29767)
H (-2.07480, 5.14822, -2.68836)
H (-0.52227, 4.40873, 0.63012)
H (-2.05289, 4.60441, -0.21455)
H (-1.02948, 6.01819, 0.09053)
C (-3.34897, -0.44795, 2.69219)
Si (-1.90836, 0.25920, 3.65400)
C (-2.30012, -0.19403, 5.44642)
C (-1.94819, 2.13099, 3.59761)
C (-0.24447, -0.45085, 3.19366)
Si (1.30393, 0.49918, 3.59487)
C (2.85083, -0.52113, 3.35537)
C (1.26865, 1.01539, 5.40011)
C (1.35652, 2.05861, 2.53733)
H (-4.27253, -0.15854, 3.20240)
H (-3.28737, -1.53609, 2.67042)
H (-3.40216, -0.10049, 1.65875)
H (-3.35406, -0.00656, 5.66659)
H (-1.70221, 0.40169, 6.13982)
H (-2.09423, -1.24691, 5.65173)
H (-2.93294, 2.45582, 3.94462)
H (-1.78947, 2.54583, 2.59991)
H (-1.19933, 2.56020, 4.26561)
H (-0.19985, -1.53986, 3.25335)
H (2.65875, -1.58077, 3.53681)
H (3.62223, -0.19522, 4.05721)
H (3.23721, -0.41828, 2.33912)
H (1.11515, 0.15075, 6.04992)
H (0.47963, 1.73729, 5.61554)
H (2.22683, 1.46871, 5.66809)
H (0.78442, 1.99038, 1.60013)
H (2.38741, 2.25961, 2.23851)
H (0.96738, 2.91767, 3.08621)

---

ORCA calculation (the ωB97M-V functional and the def2-TZVPD basis) on an isolated molecule of C4H5NO3.

Its SMILES is Oc1cc(O)c(O)[nH]1. The LUMO energy is 0.02178 Ha. For the frontier orbital gap, the calculation gives 0.29659 Eh. Its total energy is -11859.450 eV. Its relative energy (zero: lowest compared OMol25 entry of this formula, charge and spin) is 2.5516 eV.

Element x y z (Å)
C (1.28259, -0.13366, 0.03822)
C (0.53375, -1.20820, -0.06862)
C (-0.80631, -0.76347, -0.06466)
C (-0.78475, 0.62233, -0.15420)
H (2.96319, -0.75968, -0.31788)
H (0.85146, -2.18618, -0.02178)
H (-2.75946, -0.74572, -0.21689)
H (-1.80230, 1.85455, 0.81523)
H (1.12293, 1.88605, -0.08115)
N (0.57862, 0.99217, 0.18500)
O (2.60526, 0.14990, -0.03297)
O (-2.08553, -1.34054, 0.09328)
O (-1.69947, 1.63245, -0.17359)

---

ORCA calculation (the ωB97M-V functional and the def2-TZVPD basis) on an isolated molecule of C12H14N4O.

Its SMILES is CN1CCO/C1=N\c1cccc2c1cnn2C. The LUMO energy is 0.02585 Ha. For the frontier orbital gap, the calculation gives 0.29616 Eh. Its total energy is -20678.005 eV. Its relative energy (zero: lowest compared OMol25 entry of this formula, charge and spin) is 0.0000 eV.

Element x y z (Å)
N (3.34462, -0.02273, 1.11639)
N (-0.93289, -0.33306, 0.76194)
O (-1.61031, -0.69524, -1.52292)
C (2.08574, -0.34936, 1.19543)
C (-1.57052, -0.97111, -0.18567)
C (0.17182, 2.97148, -0.46003)
C (-0.68190, 1.90147, -0.14016)
C (1.54549, 2.84897, -0.21358)
C (-0.15615, 0.73435, 0.43290)
C (1.20258, 0.67636, 0.66026)
C (2.09880, 1.69151, 0.29627)
N (3.40256, 1.22336, 0.55341)
N (-2.39257, -2.04938, 0.11539)
C (4.64502, 1.99586, 0.44007)
C (-2.73113, -2.50349, 1.48508)
C (-2.29994, -1.75659, -2.20513)
C (-3.04397, -2.54272, -1.11415)
H (1.74953, -1.29579, 1.62072)
H (-0.18393, 3.91032, -0.82281)
H (-1.75644, 1.97745, -0.24349)
H (2.22790, 3.63083, -0.48628)
H (4.89209, 2.08855, -0.62027)
H (4.49016, 2.96988, 0.89307)
H (5.46327, 1.49940, 0.94948)
H (-3.25683, -3.43846, 1.48910)
H (-1.78941, -2.68252, 2.03763)
H (-3.30897, -1.74345, 2.04684)
H (-3.02375, -1.38850, -2.96837)
H (-1.59149, -2.39951, -2.74275)
H (-2.88839, -3.59067, -1.27357)
H (-4.10099, -2.35721, -1.09478)